Molecular formula: C6H19NSi2
Method: DFT, wB97M-V/def2-TZVPD

Positions of all 28 atoms, in Å:
1 C 2.102938 1.306829 0.492005
2 C 3.225601 -0.675138 -0.524798
3 C -1.674666 2.207845 -0.350055
4 C -3.112518 -0.470076 -0.830192
5 C -1.754070 0.111061 1.926413
6 C 1.974083 -0.185661 0.199186
7 N 0.374850 -2.938211 -0.134410
8 Si 0.364971 -0.599268 -0.764156
9 Si -1.610770 0.327236 0.035064
10 H 2.190852 1.875967 -0.431406
11 H 1.242647 1.675675 1.045952
12 H 2.994600 1.500876 1.088327
13 H 3.341111 -0.166562 -1.480118
14 H 3.174369 -1.745000 -0.710788
15 H 4.115922 -0.478503 0.071618
16 H -0.781895 2.724103 -0.005838
17 H -1.760794 2.390947 -1.418184
18 H -2.526248 2.684186 0.129771
19 H -3.132844 -1.537393 -0.649292
20 H -4.054596 -0.064111 -0.485648
21 H -3.068640 -0.318083 -1.904112
22 H -1.695146 -0.938713 2.193352
23 H -0.949198 0.624024 2.444929
24 H -2.692387 0.501481 2.313241
25 H 1.916275 -0.710777 1.157298
26 H -0.197578 -3.362746 -0.860611
27 H 1.337141 -3.199310 -0.338623
28 H 0.655989 -0.540678 -2.208924

Atomic forces in eV per Å
-0.1080 -0.0784 0.0453
-0.2443 -0.1530 -0.0334
0.2917 -0.6070 0.0102
0.7219 0.0866 0.1747
0.2689 -0.0983 -0.6467
-0.2560 0.1857 -0.1278
-0.4646 3.3509 -0.6621
1.2214 -3.5650 1.5483
-1.2482 0.7174 0.3550
-0.0033 0.1657 -0.1060
-0.0798 0.1633 0.0746
0.0737 0.0642 0.0344
0.0582 0.0282 -0.1350
0.0848 -0.1197 -0.0920
0.0821 0.0295 0.0578
0.1403 0.0494 0.0738
-0.0025 -0.0287 -0.1781
-0.1776 -0.0952 0.1279
0.0098 -0.3174 0.0446
-0.1830 0.2406 0.2243
0.0639 0.0369 -0.2177
0.0285 -0.2353 0.0389
0.1738 0.1047 0.0545
-0.1655 0.1061 -0.1355
-0.2275 -0.0845 -0.0539
0.1014 -0.0994 -0.0808
-0.0025 0.0593 -0.2032
-0.1577 0.0934 -0.1921

The energy is -23775.20185 eV. Its energy relative to the best compared isomer or geometry (same formula, charge and spin) is 3.347 eV. For the HOMO energy, the calculation gives -0.322 hartree. The spin multiplicity is 1. The value obtained for the lowest unoccupied orbital energy is 0.486 eV.

These are the natural (NBO) partial charges, in e, on atoms 1 to 2: number 1, C, carries -0.608; number 2, C, carries -0.603